# 1
86
Properties=species:S:1:pos:R:3:forces:R:3:mulliken_spin:R:1 method="wB97M-V/def2-TZVPD" s2=2.05 multiplicity=3 homo_energy_ev="-2.6346 / -4.4893" relative_energy_ev=0.163 total_charge=-1
Ti 0.44996 0.32310 0.81378 -0.733 -0.703 0.299 0.87
C -2.35978 -0.28232 2.72247 -0.026 -0.020 -0.005 0.02
N -1.94593 -0.22144 1.30306 -0.027 0.193 0.045 -0.04
C -2.80288 0.77324 0.61652 -0.002 -0.066 0.000 0.01
C -2.03677 -1.59648 0.82551 0.050 0.006 -0.032 0.01
C -3.24553 -2.17672 0.48863 -0.039 0.047 -0.001 0.00
C -3.35074 -3.53610 0.22442 0.049 -0.048 0.000 0.00
C -2.21771 -4.32326 0.36458 -0.006 0.013 -0.001 0.00
C -1.00210 -3.75726 0.71036 -0.002 0.026 -0.049 0.00
C -0.85729 -2.37098 0.90240 -0.040 -0.105 0.037 0.02
N 0.32870 -1.74582 1.22967 0.136 0.341 -0.048 0.02
C 1.54184 -2.38480 0.94762 0.087 -0.026 -0.101 0.03
C 1.74920 -3.08713 -0.25279 -0.028 -0.026 -0.023 -0.01
C 2.97102 -3.64415 -0.57627 -0.003 -0.005 -0.012 0.00
C 4.05448 -3.51276 0.28498 -0.003 0.011 0.021 0.01
C 3.88266 -2.79136 1.45377 -0.001 0.011 -0.038 0.00
C 2.65809 -2.21809 1.78470 -0.013 -0.012 -0.002 -0.06
N 2.53734 -1.41888 2.97075 0.106 0.091 -0.035 -0.01
C 2.50958 -2.21264 4.18311 -0.033 0.030 0.021 0.00
C 3.49949 -0.32857 3.04555 -0.078 -0.052 0.002 0.00
H -3.40504 -0.60409 2.79883 -0.020 -0.011 -0.021 0.00
H -2.25709 0.69340 3.19327 0.016 0.000 -0.012 0.00
H -1.73740 -1.00357 3.24819 0.009 0.010 -0.001 0.00
H -2.26952 1.23087 -0.21005 0.017 -0.047 -0.058 0.01
H -3.72406 0.33913 0.22406 -0.042 0.003 0.072 0.00
H -3.07459 1.54797 1.33285 0.065 0.028 0.014 0.00
H -4.13945 -1.56704 0.44272 0.018 0.007 0.003 0.00
H -4.30188 -3.96884 -0.05747 0.001 0.002 0.003 0.00
H -2.27552 -5.39371 0.20424 0.002 -0.001 0.001 0.00
H -0.13455 -4.39405 0.81951 -0.007 0.009 0.000 0.00
H 0.92531 -3.15483 -0.95238 0.014 0.006 0.003 0.00
H 3.08658 -4.16707 -1.51915 -0.019 0.012 0.014 0.00
H 5.01593 -3.94627 0.03814 -0.008 0.012 0.012 0.00
H 4.72123 -2.64994 2.12731 -0.012 0.001 -0.001 0.00
H 3.46957 -2.71256 4.39221 0.021 -0.011 -0.022 0.00
H 1.73553 -2.97695 4.10238 -0.006 0.011 0.001 0.00
H 2.27829 -1.56834 5.03663 -0.001 -0.015 -0.005 0.00
H 4.52358 -0.66401 3.26933 0.042 -0.031 0.025 0.00
H 3.19414 0.36680 3.83152 -0.022 -0.005 0.007 0.00
H 3.51438 0.20584 2.09603 -0.012 0.006 -0.009 0.00
Br 2.81961 3.36784 -5.40267 -0.003 -0.006 0.036 0.00
C 2.60999 2.48147 -3.72737 0.014 -0.002 -0.087 -0.02
C 3.25334 1.26553 -3.51502 -0.044 0.022 0.037 0.05
C 3.07270 0.61530 -2.31305 0.066 -0.090 0.057 -0.03
C 2.24935 1.13595 -1.30243 0.038 0.146 -0.027 0.04
O 2.09899 0.45561 -0.18638 -0.042 0.102 0.050 0.04
C 1.60694 2.38321 -1.53437 0.144 -0.240 -0.071 0.01
C 0.78083 3.03408 -0.54900 -0.119 0.054 0.315 0.17
N 0.39113 2.48046 0.56028 0.069 0.080 -0.308 -0.10
C -0.24462 3.16708 1.58638 0.006 0.136 0.049 -0.05
C -0.73296 4.48629 1.51892 -0.049 -0.011 -0.054 0.22
C -1.27173 5.07899 2.64693 0.001 -0.057 0.065 -0.08
C -1.31061 4.41227 3.86748 0.001 0.043 -0.093 0.22
C -0.80559 3.10036 3.98115 -0.028 -0.011 0.049 -0.08
C -0.74912 2.37545 5.18675 0.010 -0.008 -0.027 0.27
C -0.19427 1.09518 5.19771 -0.016 0.013 0.028 -0.03
C 0.25102 0.53431 4.02410 -0.012 0.017 -0.047 0.17
N 0.18773 1.18168 2.83814 0.241 0.091 -0.244 0.10
C -0.29567 2.45833 2.80946 0.103 -0.019 -0.044 0.03
C 1.81141 3.03689 -2.75834 -0.022 0.034 0.039 0.03
H 3.87697 0.83530 -4.28733 -0.008 0.005 0.007 0.00
H 3.54664 -0.34005 -2.12148 -0.015 0.015 0.002 0.00
H 0.52714 4.07089 -0.76612 -0.006 0.032 0.061 0.01
H -0.71171 5.03291 0.58559 -0.004 -0.011 0.017 0.05
H -1.66415 6.08678 2.57703 -0.001 -0.004 0.005 0.00
H -1.71537 4.89631 4.74846 0.006 -0.006 -0.011 0.01
H -1.12108 2.82926 6.09730 -0.001 0.006 -0.001 0.01
H -0.12477 0.52885 6.11731 0.006 -0.013 -0.003 0.00
H 0.64966 -0.46768 3.97080 0.004 -0.006 -0.008 0.05
H 1.31676 3.98345 -2.94054 0.003 -0.002 0.009 0.00
F -2.00354 -0.76081 -8.51126 -0.067 0.055 0.046 0.00
C -2.82441 -0.07068 -7.68263 -0.008 -0.025 -0.066 0.00
F -4.04843 -0.62274 -7.80868 0.076 0.035 -0.012 0.00
F -2.90767 1.17603 -8.20307 0.004 -0.064 0.012 0.00
C -2.33204 -0.06531 -6.27294 -0.002 -0.004 0.045 0.00
C -1.09923 0.51640 -5.99354 0.026 0.025 -0.002 0.00
C -0.61831 0.53184 -4.69852 0.005 0.014 -0.002 0.00
C -1.36219 -0.03077 -3.65040 0.009 0.006 -0.051 -0.01
C -2.59710 -0.61381 -3.95107 -0.028 -0.031 -0.009 0.01
C -3.07871 -0.63130 -5.25027 0.009 0.003 0.034 0.00
C -0.87247 0.00640 -2.30942 -0.070 -0.067 0.014 0.03
C -0.48295 0.05692 -1.15522 0.229 0.068 0.062 -0.04
H -0.52007 0.96148 -6.79418 0.011 -0.008 0.030 0.00
H 0.33796 0.98581 -4.47130 0.006 -0.001 -0.015 0.00
H -3.17298 -1.05738 -3.14882 0.013 0.005 -0.003 0.00
H -4.03549 -1.08469 -5.46935 -0.006 -0.007 0.014 0.00

=====

# 2
86
Properties=species:S:1:pos:R:3:forces:R:3:mulliken_spin:R:1 method="wB97M-V/def2-TZVPD" s2=0.81 multiplicity=2 homo_energy_ev="0.4027 / -1.9157" relative_energy_ev=0.000 total_charge=-2
Hg -1.06052 0.16002 -1.26328 -0.217 -0.280 -0.290 -0.02
C -0.72663 -3.58758 1.03939 -0.055 -0.229 -0.117 0.01
O -0.53281 -3.20385 2.39944 0.131 -0.091 -0.056 0.00
C -0.47368 -1.88636 2.76500 -0.096 -0.001 0.215 0.01
C -0.41105 -1.66141 4.11933 0.014 0.045 -0.008 0.00
C -0.34118 -0.36312 4.64234 0.012 0.040 -0.023 0.00
C -0.36597 0.69759 3.76934 0.008 -0.007 0.046 -0.01
C -0.44547 0.51570 2.37583 -0.069 -0.030 -0.049 0.01
C -0.53721 1.74668 1.59280 0.015 -0.216 0.247 0.00
N -0.67693 1.85312 0.33065 -0.140 0.023 -0.225 0.00
N -0.68042 3.12787 -0.19232 0.134 0.121 0.107 0.00
C -1.21342 3.16765 -1.39992 -0.230 -0.047 0.040 0.00
O -1.82415 2.25922 -2.03091 0.253 0.318 0.011 0.00
C -1.06815 4.49098 -2.09197 -0.069 0.018 -0.100 0.00
C -1.20991 5.70023 -1.42308 0.050 0.051 0.042 0.00
C -1.11511 6.90124 -2.11524 0.008 -0.028 -0.005 0.00
C -0.86052 6.90141 -3.48004 0.024 -0.046 -0.013 0.00
C -0.70843 5.69210 -4.15115 -0.002 0.049 0.033 0.00
C -0.82304 4.49366 -3.46347 -0.058 0.028 0.027 0.00
C -0.47317 -0.80862 1.81453 0.104 0.403 -0.055 0.00
O -0.45869 -1.07091 0.56721 0.019 0.095 0.325 0.00
H -0.77055 -4.67665 1.06778 -0.030 -0.055 0.039 0.00
H 0.09041 -3.26445 0.39836 -0.046 -0.075 0.017 0.00
H -1.65638 -3.19282 0.63070 0.009 -0.020 0.012 0.00
H -0.42241 -2.52525 4.77484 0.027 -0.015 -0.013 0.00
H -0.28262 -0.20546 5.71238 0.008 0.002 -0.011 0.00
H -0.33155 1.71394 4.15285 -0.004 -0.009 -0.021 0.00
H -0.48469 2.67806 2.16817 0.001 0.019 -0.003 0.00
H -1.39486 5.68297 -0.35633 0.006 -0.007 -0.018 0.00
H -1.24325 7.84097 -1.59018 0.008 0.000 0.017 0.00
H -0.77861 7.83839 -4.01860 -0.011 0.006 -0.012 0.00
H -0.50769 5.68790 -5.21604 0.009 -0.012 -0.005 0.00
H -0.72994 3.53877 -3.96584 -0.018 0.016 -0.006 0.00
Br 3.01871 -4.38979 -5.94221 -0.029 0.034 0.032 0.00
C 2.20374 -2.97862 -4.92327 0.054 -0.064 -0.049 -0.05
C 2.94046 -1.83718 -4.63125 -0.076 0.049 0.046 0.08
C 2.32735 -0.82220 -3.92412 0.074 -0.050 -0.048 -0.02
C 0.98021 -0.88408 -3.47609 -0.168 -0.040 -0.003 0.08
O 0.47047 0.13821 -2.89273 0.136 -0.024 -0.135 0.04
C 0.26207 -2.10823 -3.74651 0.003 0.010 0.099 -0.09
C -1.08326 -2.42226 -3.31336 0.102 0.066 -0.126 0.30
N -1.90439 -1.67880 -2.61053 0.067 -0.002 0.189 -0.07
C -3.18427 -2.08103 -2.36058 -0.098 0.053 -0.016 -0.05
C -3.84126 -3.12563 -3.06258 0.006 -0.031 0.051 0.21
C -5.16122 -3.45637 -2.80398 0.016 0.061 0.084 -0.10
C -5.90301 -2.80432 -1.83068 0.015 -0.007 0.004 0.26
C -5.29748 -1.76874 -1.07449 -0.024 -0.057 -0.024 -0.06
C -5.96147 -1.09196 -0.03682 0.050 0.014 -0.025 0.12
C -5.31856 -0.09499 0.67348 -0.030 -0.018 0.002 -0.01
C -4.01524 0.23018 0.32478 0.032 0.115 0.036 0.07
N -3.36116 -0.39064 -0.64619 -0.027 -0.181 -0.097 0.05
C -3.94493 -1.38136 -1.34388 0.062 -0.017 -0.067 0.00
C 0.90545 -3.11333 -4.49154 -0.030 0.016 0.046 0.08
H 3.97221 -1.75357 -4.94790 -0.001 0.025 -0.015 0.01
H 2.87315 0.08067 -3.67729 -0.017 -0.004 0.005 0.00
H -1.40391 -3.42371 -3.60576 -0.021 0.001 -0.042 0.06
H -3.31749 -3.65586 -3.84472 -0.026 0.034 -0.041 0.05
H -5.62623 -4.24531 -3.38744 0.006 0.002 -0.005 0.00
H -6.93448 -3.07295 -1.63161 0.013 -0.005 0.008 0.02
H -6.98362 -1.37195 0.19710 0.005 -0.001 0.011 0.00
H -5.80466 0.42087 1.49208 -0.009 0.020 -0.025 0.00
H -3.47320 1.01869 0.83857 0.012 -0.039 -0.011 0.04
H 0.35093 -4.01459 -4.72836 0.018 -0.014 0.027 0.00
C 5.62725 -0.48084 5.52653 -0.041 -0.005 -0.042 0.00
C 4.75180 -0.25337 4.32184 0.002 -0.038 -0.032 0.00
C 4.34452 1.02066 3.96014 -0.024 0.027 0.023 0.00
C 3.54490 1.23785 2.84194 0.038 0.127 0.003 0.00
C 3.13090 2.65293 2.50697 0.013 -0.071 -0.004 0.00
C 3.16533 0.14886 2.05074 -0.022 -0.017 -0.006 0.00
C 2.36795 0.40069 0.81734 -0.228 0.106 0.105 0.00
O 2.19975 -0.39554 -0.06890 0.266 -0.103 -0.145 0.00
C 3.53633 -1.15454 2.41984 -0.034 -0.132 -0.045 0.00
C 3.07676 -2.36455 1.65100 0.011 0.035 -0.010 0.00
C 4.32616 -1.32748 3.54870 0.011 0.013 0.028 0.00
H 5.86468 0.45986 6.02371 -0.001 0.000 0.009 0.00
H 6.56560 -0.95998 5.23892 0.011 -0.001 0.016 0.00
H 5.13440 -1.13438 6.24926 0.003 0.005 0.009 0.00
H 4.64991 1.86883 4.56573 -0.016 0.005 -0.012 0.00
H 3.43876 3.32950 3.30460 0.010 0.000 -0.004 0.00
H 2.05089 2.74255 2.38267 0.006 -0.003 0.032 0.00
H 3.58845 2.99440 1.57630 -0.020 0.009 0.003 0.00
H 1.89655 1.39253 0.74681 0.095 0.049 -0.043 0.00
H 1.99638 -2.33979 1.49809 0.052 -0.014 0.026 0.00
H 3.34307 -3.27370 2.19170 -0.010 0.001 0.027 0.00
H 3.51805 -2.39349 0.65493 -0.003 -0.004 0.014 0.00
H 4.61527 -2.33414 3.83642 -0.028 -0.002 -0.009 0.00